Here is a cluster of 2 separate species, C3H3I in total in a non-equilibrium geometry from OMol25. Energies are from ωB97M-V with the def2-TZVPD basis set.

The geometry in XYZ format:
```
7
Properties=species:S:1:pos:R:3:forces:R:3
C -0.624 -0.316 0.706 1.06 0.00 -0.94
C -0.491 -0.849 -0.499 -0.76 0.35 0.81
C 0.416 0.198 -0.160 -1.87 1.18 0.05
I 2.413 0.222 -0.117 1.89 -0.15 0.16
H -1.029 -0.194 1.688 -0.31 -0.21 0.12
H -0.886 -1.546 -1.212 0.08 -0.09 -0.17
H 0.201 2.485 -0.406 -0.10 -1.08 -0.02
```
Positions in Å, forces in eV/Å.

Summary:
orbital gap (alpha / beta) = 0.260 / 0.333 hartree
energy relative to the best compared isomer or geometry (same formula, charge and spin) = 103.9 kcal per mole
LUMO energy (alpha / beta) = -0.19 / 0.02 eV
DFT total energy = -413.5514 a.u.